Entry 1:
Density functional theory data (ωB97M-V with the def2-TZVPD basis set) for a cluster of 2 separate species, C2H8N3O in total.

Kohn-Sham gap (spin up / spin down): 4.86 / 9.08 eV
<S²>: 0.753
relative energy (zero: lowest compared OMol25 entry of this formula, charge and spin): 0.000 eV
2S+1: 2
E_LUMO (spin up / spin down): 0.732 / 0.720 eV

Each line ends with the Mulliken charge.
Positions of all 14 atoms, in Å:
H 1.3324 0.3855 0.5204  0.19
O -0.2339 -0.6970 -0.6596  -0.53
N 0.1833 -0.9255 -2.8879  -0.38
H 0.0607 2.0145 2.6391  0.35
N 1.3774 0.7772 1.4443  -0.38
H -0.8814 -0.5537 1.3890  0.21
H 2.1709 1.2637 1.8184  0.18
H -1.3954 -1.8018 -1.8897  0.28
H -1.8380 0.6669 2.1412  0.18
N -0.9369 0.3063 1.9028  -0.37
C 0.1921 1.0873 2.1080  -0.27
C -0.5412 -1.1178 -1.7497  0.07
H -0.1536 -1.3545 -3.7347  0.24
H 0.6635 -0.0512 -3.0414  0.23

***

Entry 2:
Density functional theory data (ωB97M-V with the def2-TZVPD basis set) for a cluster of 2 separate species, C2H8N3O in total.

Kohn-Sham gap: 11.72 eV
relative energy (zero: lowest compared OMol25 entry of this formula, charge and spin): 2.069 eV
2S+1: 1
E_LUMO: -3.404 eV
total charge: +1

Each line ends with the Mulliken charge.
Positions of all 14 atoms, in Å:
H 0.8572 -1.5556 0.7854  0.27
N -1.9549 -0.5841 -0.0907  -0.26
H 0.3749 0.4687 -0.0349  0.30
N 1.2537 -0.6577 1.0408  -0.63
H -2.9415 -0.8018 -0.0436  0.27
H -0.4403 1.9279 0.0210  0.38
H 0.0235 1.4053 -1.5111  0.40
C -1.6950 0.4904 -0.8214  0.46
N -0.2856 1.1175 -0.5820  -0.24
H 3.1118 0.3002 1.0487  0.30
H 2.9805 -1.4615 0.4256  0.24
O -2.3676 1.0394 -1.6220  -0.43
H -1.4207 -1.1247 0.5559  0.18
C 2.5042 -0.5639 0.8282  -0.22

***

Entry 3:
Density functional theory data (ωB97M-V with the def2-TZVPD basis set) for a cluster of 2 separate species, C2H8N3O in total.

Kohn-Sham gap: 11.72 eV
relative energy (zero: lowest compared OMol25 entry of this formula, charge and spin): 0.998 eV
2S+1: 1
E_LUMO: -2.951 eV
total charge: +1

Each line ends with the Mulliken charge.
Positions of all 14 atoms, in Å:
C -1.2403 -1.8390 -0.7683  0.05
H -1.9852 -2.5214 -0.9969  0.38
N 1.4399 2.6043 0.4079  -0.34
H -2.4238 -0.2083 -1.0715  0.22
H 1.7697 1.2067 2.0065  0.25
H 1.1591 2.9391 -0.5282  0.24
H 1.6881 3.4000 0.9750  0.25
H 0.3238 -1.4202 0.1873  0.31
H -0.8386 0.0842 -0.7333  0.29
H -0.0129 -3.1846 0.1920  0.32
N -0.1360 -2.1980 -0.2269  -0.27
O 0.6488 0.4075 0.4178  -0.65
N -1.5716 -0.6359 -0.8231  -0.17
C 1.1791 1.3656 0.9618  0.13

***

Entry 4:
Density functional theory data (ωB97M-V with the def2-TZVPD basis set) for a cluster of 2 separate species, C2H8N3O in total.

Kohn-Sham gap (spin up / spin down): 9.85 / 4.60 eV
<S²>: 0.790
relative energy (zero: lowest compared OMol25 entry of this formula, charge and spin): 1.421 eV
2S+1: 2
E_LUMO (spin up / spin down): -9.118 / -14.361 eV
total charge: +2

Each line ends with the Mulliken charge.
Positions of all 14 atoms, in Å:
N 2.0219 0.7218 1.0207  -0.41
H 2.9590 1.2440 -0.7897  0.32
C -1.9646 -0.7044 0.0324  0.25
H 2.6667 -0.0105 1.2909  0.28
N -2.3832 -2.0105 0.1277  0.00
H -2.0781 -2.6084 -0.5445  0.31
H 0.0377 0.9565 -0.5890  0.19
H 1.0767 1.7261 -1.9348  0.31
H -3.1194 -2.4232 0.7345  0.35
H -2.1931 -0.0585 0.8353  0.41
N 0.8821 1.3920 -0.9519  -0.23
C 1.9525 1.1640 -0.2262  0.28
H 1.3532 0.9803 1.8820  0.31
O -1.2115 -0.3691 -0.8876  -0.39

***

Entry 5:
Density functional theory data (ωB97M-V with the def2-TZVPD basis set) for a structure of composition C2H8N3S2.

Kohn-Sham gap: 8.51 eV
relative energy (zero: lowest compared OMol25 entry of this formula, charge and spin): 1.900 eV
2S+1: 1
E_LUMO: -4.533 eV
total charge: +1

Each line ends with the Mulliken charge.
Positions of all 15 atoms, in Å:
N 0.1017 0.3497 0.6829  -0.24
S 0.3511 -2.3045 -0.0361  -0.19
H 0.0835 -0.3151 -2.8581  0.26
H 2.8621 -1.2372 0.3292  0.18
H -2.6483 1.9300 0.2925  0.27
C 0.8454 -0.7375 0.3607  0.63
H -0.9881 -1.9177 -0.4666  0.17
H 2.5360 0.2582 0.8401  0.19
H 0.5036 1.0055 1.4621  0.34
N 2.1672 -0.6041 0.5898  -0.40
H -0.9764 2.5245 1.0929  0.26
C -1.1526 0.5869 0.2053  0.65
N -1.5920 1.8044 0.4959  -0.47
S -2.1062 -0.4395 -0.6603  -0.42
H 0.0128 -0.9037 -2.3304  -0.22

***

Entry 6:
Density functional theory data (ωB97M-V with the def2-TZVPD basis set) for the ion C2H8N3S2 with charge +1.

Kohn-Sham gap (spin up / spin down): 6.53 / 6.32 eV
<S²>: 2.012
relative energy (zero: lowest compared OMol25 entry of this formula, charge and spin): 4.292 eV
2S+1: 3
E_LUMO (spin up / spin down): -3.075 / -6.442 eV
total charge: +1

Each line ends with the Mulliken charge.
Positions of all 15 atoms, in Å:
S 4.1117 0.5081 0.1646  0.03
H -2.3750 -0.0578 -0.9702  0.34
N 1.4083 -0.7901 0.3818  -0.13
H -1.5343 1.4767 -0.3786  0.31
H 3.2311 -1.5192 -0.3926  0.29
C 0.5355 0.0181 0.8019  -0.20
H -0.6904 0.0995 -1.2858  0.37
H 0.4639 0.9962 1.1102  0.46
C -1.4262 0.3421 -0.5827  -0.79
H -0.6772 -1.4354 0.1883  0.40
N 2.6231 -0.7188 -0.0649  -0.46
H 3.2774 1.3703 -0.6699  0.24
N -0.8449 -0.4385 0.5831  -0.22
H -1.5210 -0.4697 1.3252  0.34
S 5.5426 -0.2754 -0.7805  0.02

***

| no. | molecular weight (g mol⁻¹) |
| --- | --- |
| 1 | 90.11 |
| 2 | 90.11 |
| 3 | 90.11 |
| 4 | 90.11 |
| 5 | 138.24 |
| 6 | 138.24 |